{"formula": "C5H9IO", "method": "ωB97M-V/def2-TZVPD", "symbols": ["C", "C", "C", "C", "I", "C", "O", "H", "H", "H", "H", "H", "H", "H", "H", "H"], "coordinates": [[1.224, 1.617, -0.687], [0.017, 1.180, -1.008], [-0.408, -0.295, -0.628], [0.704, -1.181, 0.027], [-1.067, -1.467, -2.383], [-1.716, -0.214, 0.178], [-1.414, 0.397, 1.379], [1.514, 2.666, -0.981], [2.027, 0.952, -0.318], [-0.830, 1.567, -1.494], [0.095, -1.775, 0.675], [1.348, -0.440, 0.600], [1.278, -1.643, -0.786], [-2.102, -1.263, 0.501], [-2.368, 0.338, -0.346], [-1.443, -0.117, 2.179]], "nbo_charge": [-0.38, -0.22, -0.04, -0.67, 0.02, -0.10, -0.74, 0.21, 0.21, 0.21, 0.22, 0.22, 0.24, 0.17, 0.18, 0.49], "homo_lumo_gap_ev": 9.72, "smiles": "C=C[C@](C)(I)CO", "e_lumo_ev": 0.4}

=====

{"formula": "C37H36BrN8O2SV", "method": "ωB97M-V/def2-TZVPD", "symbols": ["V", "C", "C", "C", "C", "N", "C", "C", "C", "C", "C", "C", "N", "C", "C", "C", "C", "C", "N", "H", "H", "H", "H", "H", "H", "H", "H", "H", "H", "H", "N", "C", "N", "C", "C", "C", "C", "C", "C", "S", "H", "H", "H", "H", "H", "H", "Br", "C", "C", "C", "C", "C", "C", "C", "O", "O", "H", "H", "H", "H", "C", "H", "H", "C", "C", "N", "C", "N", "C", "C", "C", "N", "C", "H", "H", "H", "H", "H", "H", "H", "H", "H", "H", "H", "H", "H"], "coordinates": [[0.754, 1.026, -0.247], [0.237, -1.206, 4.250], [-0.941, -0.494, 4.685], [-1.366, 0.579, 3.992], [-0.708, 1.024, 2.774], [0.581, 0.461, 2.570], [0.954, -0.647, 3.243], [-1.298, 1.838, 1.845], [-2.594, 2.446, 1.992], [-3.036, 3.371, 1.086], [-2.203, 3.814, 0.042], [-0.980, 3.176, -0.139], [-0.679, 2.005, 0.576], [0.113, 3.647, -0.914], [0.183, 4.915, -1.545], [1.369, 5.408, -1.985], [2.551, 4.643, -1.783], [2.431, 3.407, -1.227], [1.253, 2.859, -0.843], [0.599, -2.097, 4.740], [-1.466, -0.805, 5.581], [-2.237, 1.126, 4.329], [1.913, -1.051, 2.935], [-3.207, 2.205, 2.850], [-4.008, 3.829, 1.229], [-2.473, 4.669, -0.562], [-0.722, 5.503, -1.629], [1.420, 6.386, -2.447], [3.526, 5.010, -2.071], [3.296, 2.772, -1.075], [2.045, 1.212, -3.473], [2.919, 0.550, -2.716], [2.761, 0.331, -1.434], [3.865, -0.368, -0.943], [3.999, -0.844, 0.357], [5.141, -1.541, 0.709], [6.155, -1.780, -0.218], [6.025, -1.334, -1.522], [4.877, -0.639, -1.870], [4.417, -0.008, -3.421], [1.071, 1.205, -3.097], [2.133, 1.101, -4.471], [3.203, -0.675, 1.062], [5.243, -1.907, 1.722], [7.040, -2.326, 0.077], [6.797, -1.531, -2.253], [-2.077, -3.125, -3.278], [-2.946, -1.540, -2.665], [-4.299, -1.678, -2.384], [-5.020, -0.598, -1.898], [-4.376, 0.611, -1.681], [-3.025, 0.727, -1.966], [-2.283, -0.340, -2.470], [-0.813, -0.109, -2.790], [-0.270, -0.808, -3.635], [-0.275, 0.890, -2.190], [-4.775, -2.636, -2.545], [-6.074, -0.714, -1.679], [-4.905, 1.462, -1.272], [-2.506, 1.655, -1.776], [1.561, 1.188, 1.718], [1.547, 2.229, 2.061], [2.544, 0.794, 1.985], [-2.822, -2.529, 2.156], [-3.037, -1.201, 1.460], [-1.878, -0.886, 0.657], [-0.863, -1.709, 0.338], [0.204, -1.206, -0.233], [1.059, -2.223, -0.837], [1.339, -3.328, 0.165], [0.024, -4.014, 0.473], [-1.048, -3.040, 0.582], [-2.313, -3.509, 1.114], [-3.754, -2.878, 2.603], [-2.071, -2.421, 2.944], [-3.196, -0.387, 2.169], [-3.923, -1.264, 0.817], [-1.724, 0.086, 0.418], [1.981, -1.759, -1.175], [0.576, -2.635, -1.732], [1.758, -2.884, 1.073], [2.057, -4.056, -0.216], [0.074, -4.581, 1.410], [-0.223, -4.722, -0.329], [-2.138, -4.498, 1.542], [-3.045, -3.627, 0.303]], "mulliken_spin": [2.09, 0.04, 0.03, -0.04, 0.13, 0.02, -0.02, -0.08, 0.32, -0.14, 0.28, 0.00, -0.18, 0.15, -0.05, 0.10, 0.03, 0.06, 0.02, 0.00, 0.01, 0.01, 0.00, 0.01, -0.01, 0.04, 0.01, 0.01, 0.01, 0.02, 0.01, 0.02, 0.00, 0.03, 0.01, 0.00, 0.00, 0.00, 0.00, 0.00, 0.00, 0.00, 0.01, 0.00, 0.00, 0.00, 0.00, 0.00, 0.00, 0.00, -0.02, 0.02, 0.02, 0.01, 0.00, 0.01, 0.00, 0.00, 0.00, 0.00, -0.02, 0.01, 0.02, 0.00, 0.03, 0.03, 0.00, -0.09, 0.03, -0.01, 0.00, 0.00, 0.00, 0.00, 0.00, -0.02, 0.00, 0.02, 0.01, 0.00, 0.00, 0.00, 0.00, 0.00, 0.00, 0.00], "homo_lumo_gap_ev": [4.12, 4.69], "spin_multiplicity": 4, "e_lumo_ev": [2.4, 2.4], "charge": -1}

=====

{"formula": "CH7N4", "method": "ωB97M-V/def2-TZVPD", "symbols": ["C", "N", "N", "N", "N", "H", "H", "H", "H", "H", "H", "H"], "coordinates": [[1.252, 0.205, 0.309], [2.151, -0.344, -0.498], [-1.712, 1.077, 0.158], [-0.936, 0.143, -0.456], [-1.322, -1.038, -0.270], [1.596, 1.028, 0.844], [3.112, -0.166, -0.490], [-1.627, 2.024, -0.071], [-2.667, 0.759, 0.464], [-2.262, -1.347, 0.076], [-0.815, -1.578, -0.942], [2.000, -1.112, -1.099]], "nbo_charge": [0.03, -0.69, -0.55, 0.17, -0.48, 0.14, 0.39, 0.42, 0.38, 0.41, 0.41, 0.38], "homo_lumo_gap_ev": [7.83, 7.82], "e_lumo_ev": [-4.6, -4.6], "charge": 1}

=====

{"formula": "C2H9N4O", "method": "ωB97M-V/def2-TZVPD", "symbols": ["C", "C", "N", "N", "N", "N", "O", "H", "H", "H", "H", "H", "H", "H", "H", "H"], "coordinates": [[1.155, 1.892, -0.616], [1.136, -0.382, 0.087], [1.162, 0.652, -0.639], [-0.022, -0.978, 0.440], [3.413, -0.246, -0.018], [-2.860, -0.306, -0.208], [2.204, -0.960, 0.476], [1.331, 2.334, -1.575], [0.947, 2.574, 0.279], [-0.008, -1.894, 0.839], [-0.923, -0.817, 0.089], [3.956, -0.012, 0.891], [3.918, -0.850, -0.623], [-2.951, 0.478, 0.477], [-3.096, -0.009, -1.133], [-3.604, -0.983, -0.070]], "nbo_charge": [0.12, 0.79, -0.41, -0.76, -0.51, -1.11, -0.32, 0.21, 0.20, 0.42, 0.45, 0.39, 0.38, 0.38, 0.38, 0.38], "homo_lumo_gap_ev": 10.48, "e_lumo_ev": -3.8, "charge": 1}